Record 1
{
  "formula": "C4H8ClOP",
  "method": "the ωB97M-V functional and the def2-TZVPD basis",
  "species": ["C", "C", "C", "P", "C", "O", "Cl", "H", "H", "H", "H", "H", "H", "H", "H"],
  "xyz": [[0.908, 0.329, -1.210], [0.333, -0.584, -0.457], [0.772, -1.968, -0.176], [-1.437, -0.153, 0.402], [-1.437, 1.594, 0.980], [-1.884, -1.120, 1.405], [-2.662, -0.153, -1.178], [0.477, 1.304, -1.366], [1.842, 0.136, -1.715], [1.220, -2.030, 0.815], [-0.089, -2.634, -0.186], [1.499, -2.301, -0.917], [-2.320, 2.103, 0.602], [-1.467, 1.560, 2.066], [-0.544, 2.114, 0.648]],
  "homo_lumo_gap_ev": 11.01,
  "smiles": "C=C(C)[P@](C)(=O)Cl",
  "total_charge": 0,
  "relative_energy_kj_mol": 13.1,
  "e_homo_ev": -10.22,
  "total_energy_ha": -1034.0299
}


Record 2
{
  "formula": "C3H16N2O3S2",
  "method": "the ωB97M-V functional and the def2-TZVPD basis",
  "species": ["N", "C", "C", "N", "C", "S", "S", "H", "H", "H", "H", "H", "H", "H", "H", "H", "H", "O", "H", "H", "O", "H", "H", "O", "H", "H"],
  "xyz": [[-1.890, -3.309, -0.248], [-1.528, -2.025, -0.855], [-0.089, -1.609, -0.404], [-0.131, -0.609, 0.654], [0.620, -1.113, -1.657], [2.432, -0.624, -1.279], [2.427, 1.260, -0.454], [-2.803, -3.615, -0.558], [-1.828, -3.327, 0.756], [-1.417, -2.192, -1.935], [-2.259, -1.234, -0.630], [0.257, -2.572, 0.000], [-1.005, -0.093, 0.641], [0.102, -0.948, 1.577], [0.722, -1.910, -2.400], [0.143, -0.262, -2.138], [2.201, 0.897, 0.830], [-2.229, 2.857, 1.194], [-2.085, 3.478, 0.481], [-1.319, 2.719, 1.583], [0.390, 2.787, 1.945], [0.545, 1.833, 1.972], [0.628, 2.960, 1.021], [-3.313, 0.365, 1.484], [-2.958, 1.260, 1.270], [-4.159, 0.381, 1.897]],
  "homo_lumo_gap_ev": 9.16,
  "smiles": "NC[C@H](N)CSS.O.O.O",
  "total_charge": 0,
  "relative_energy_kj_mol": 0.0,
  "e_homo_ev": -8.88,
  "total_energy_ha": -1255.4925
}


Record 3
{
  "formula": "C6H8",
  "method": "the ωB97M-V functional and the def2-TZVPD basis",
  "species": ["C", "C", "C", "C", "C", "C", "H", "H", "H", "H", "H", "H", "H", "H"],
  "xyz": [[0.783, 0.660, -0.914], [0.272, -0.802, -0.470], [0.628, -0.558, 1.082], [0.131, 0.924, 0.422], [-1.274, 0.523, 0.361], [-1.104, -0.602, -0.447], [1.974, 0.454, -1.117], [0.119, 1.058, -1.705], [0.506, -1.737, -0.852], [0.046, -0.935, 1.890], [1.712, -0.704, 1.284], [0.472, 1.843, 0.884], [-2.344, 1.088, 0.547], [-1.920, -1.214, -0.965]],
  "homo_lumo_gap_ev": 9.44,
  "total_charge": 0,
  "relative_energy_kj_mol": 359.5,
  "e_homo_ev": -8.30,
  "total_energy_ha": -233.2501
}


Record 4
{
  "formula": "C22H44O9S",
  "method": "the ωB97M-V functional and the def2-TZVPD basis",
  "species": ["O", "S", "O", "O", "C", "C", "O", "H", "H", "H", "H", "C", "C", "C", "O", "C", "H", "H", "H", "H", "H", "H", "H", "H", "C", "C", "C", "O", "C", "H", "H", "H", "H", "H", "H", "H", "H", "C", "C", "C", "O", "C", "H", "H", "H", "H", "H", "H", "H", "H", "C", "C", "C", "O", "C", "H", "H", "H", "H", "H", "H", "H", "H", "C", "C", "C", "O", "C", "H", "H", "H", "H", "H", "H", "H", "H"],
  "xyz": [[-2.173, -21.421, 12.804], [-1.863, -20.595, 11.649], [-2.835, -20.258, 10.648], [-1.225, -19.209, 12.331], [0.064, -18.927, 11.916], [0.670, -20.248, 11.529], [-0.414, -20.900, 10.975], [-0.049, -18.229, 11.087], [0.553, -18.264, 12.629], [1.069, -20.835, 12.356], [1.439, -20.039, 10.785], [3.091, -11.806, 13.389], [2.085, -10.716, 13.627], [0.795, -11.414, 13.568], [0.996, -12.589, 12.796], [2.355, -13.005, 12.864], [3.544, -12.049, 14.350], [3.941, -11.588, 12.742], [2.173, -10.293, 12.627], [2.256, -10.077, 14.494], [-0.025, -10.778, 13.236], [0.477, -11.777, 14.545], [2.703, -13.203, 11.851], [2.422, -13.771, 13.638], [6.993, -24.111, 16.565], [5.517, -24.467, 16.424], [4.854, -23.131, 16.157], [5.838, -22.520, 15.286], [7.109, -22.822, 15.812], [7.699, -24.904, 16.317], [7.108, -23.795, 17.602], [5.239, -25.021, 17.320], [5.404, -25.132, 15.568], [4.895, -22.451, 17.008], [3.854, -23.212, 15.732], [7.363, -21.907, 16.347], [7.697, -22.984, 14.908], [-8.366, -20.779, 15.817], [-7.345, -21.565, 14.913], [-7.560, -23.025, 15.509], [-8.316, -22.933, 16.725], [-8.373, -21.570, 17.179], [-9.366, -20.726, 15.388], [-8.048, -19.737, 15.858], [-6.378, -21.118, 15.141], [-7.340, -21.519, 13.824], [-6.623, -23.581, 15.486], [-8.217, -23.427, 14.737], [-7.432, -21.409, 17.706], [-9.249, -21.461, 17.819], [3.486, -27.359, 10.221], [1.983, -27.199, 10.342], [1.909, -25.626, 10.444], [3.107, -25.203, 11.082], [4.184, -26.079, 10.769], [3.618, -27.413, 9.140], [3.767, -28.303, 10.687], [1.528, -27.614, 11.241], [1.416, -27.601, 9.502], [1.067, -25.240, 11.018], [1.975, -25.162, 9.460], [4.778, -26.213, 11.672], [4.815, -25.641, 9.995], [-0.694, -22.351, 17.374], [-0.023, -22.672, 18.788], [-0.641, -21.648, 19.699], [-1.950, -21.464, 19.206], [-2.033, -21.662, 17.815], [-0.969, -23.318, 16.953], [-0.065, -21.748, 16.719], [1.062, -22.643, 18.883], [-0.223, -23.735, 18.922], [-0.077, -20.716, 19.727], [-0.566, -22.126, 20.676], [-2.003, -20.682, 17.340], [-2.867, -22.318, 17.567]],
  "homo_lumo_gap_ev": 9.78,
  "smiles": "O=S1(=O)OCCO1.C1CCOC1.C1CCOC1.C1CCOC1.C1CCOC1.C1CCOC1",
  "total_charge": 0,
  "relative_energy_kj_mol": 568.6,
  "e_homo_ev": -9.38,
  "total_energy_ha": -1939.7632
}


Record 5
{
  "formula": "C3N2O4",
  "method": "the ωB97M-V functional and the def2-TZVPD basis",
  "species": ["N", "C", "C", "C", "O", "O", "N", "O", "O"],
  "xyz": [[-0.150, 2.664, -0.218], [-0.151, 1.501, -0.146], [-0.053, 0.154, -0.228], [1.278, -0.460, -0.026], [1.773, -0.339, 1.104], [1.845, -0.771, -1.117], [-1.212, -0.704, 0.058], [-0.947, -1.869, 0.458], [-2.384, -0.176, 0.114]],
  "homo_lumo_gap_ev": [6.46, 6.46],
  "smiles": "N#CC(C(=O)[O-])=[N+]([O-])[O-]",
  "total_charge": -2,
  "relative_energy_kj_mol": 200.9,
  "e_homo_ev": [0.73, 0.73],
  "total_energy_ha": -524.6817
}